Entry 1:
{
  "formula": "C24H52BIO7PS",
  "method": "wB97M-V/def2-TZVPD",
  "largest_force_ev_per_a": 2.364,
  "charge": 1,
  "total_energy_ev": -68957.0174,
  "orbital_gap_ev": 8.694,
  "homo_energy_ha": -0.3994,
  "elements": ["C", "C", "B", "O", "C", "C", "O", "O", "O", "S", "O", "O", "O", "C", "C", "I", "C", "C", "H", "H", "H", "H", "H", "H", "H", "H", "H", "H", "H", "H", "H", "H", "H", "H", "C", "C", "C", "C", "P", "C", "C", "C", "C", "C", "C", "C", "C", "C", "C", "C", "C", "H", "H", "H", "H", "H", "H", "H", "H", "H", "H", "H", "H", "H", "H", "H", "H", "H", "H", "H", "H", "H", "H", "H", "H", "H", "H", "H", "H", "H", "H", "H", "H", "H", "H", "H", "H"],
  "xyz": [[0.779, -1.693, 4.356], [0.117, -2.132, 3.041], [-1.454, -2.218, 3.107], [-2.171, -1.046, 2.913], [-2.286, -3.563, 3.334], [-1.839, -4.326, 4.602], [-2.845, -4.390, 5.573], [-3.071, -5.781, 5.816], [-1.732, -4.396, 2.221], [-2.828, -4.604, 1.070], [-2.345, -4.314, -0.228], [-3.388, -5.895, 1.156], [-3.831, -3.444, 1.566], [-3.760, -3.578, 3.005], [-4.781, -2.811, 3.847], [-6.081, -4.248, 4.843], [-5.706, -1.952, 2.972], [-6.534, -0.983, 3.815], [0.422, -0.735, 4.719], [1.841, -1.562, 4.161], [0.715, -2.430, 5.150], [0.341, -1.350, 2.306], [0.587, -3.037, 2.664], [-1.856, -0.686, 2.068], [-1.007, -3.777, 5.045], [-1.455, -5.306, 4.343], [-3.569, -5.768, 6.650], [-4.022, -4.628, 3.152], [-4.326, -2.187, 4.607], [-5.153, -1.449, 2.184], [-6.412, -2.634, 2.508], [-6.859, -1.439, 4.744], [-5.900, -0.139, 4.078], [-7.417, -0.665, 3.275], [1.836, -1.054, -5.272], [1.387, 0.404, -5.275], [2.520, 1.381, -4.953], [2.938, 1.442, -3.475], [1.932, 2.418, -2.354], [1.704, 4.043, -3.118], [2.912, 4.819, -3.665], [3.840, 5.505, -2.657], [3.131, 6.357, -1.611], [2.842, 2.715, -0.836], [3.310, 1.559, 0.064], [2.262, 0.913, 0.970], [1.324, 1.884, 1.679], [0.226, 1.889, -2.132], [-0.232, 0.620, -1.392], [0.439, -0.712, -1.767], [-0.450, -1.607, -2.630], [2.270, -1.352, -4.315], [0.991, -1.712, -5.471], [2.581, -1.230, -6.049], [0.552, 0.534, -4.582], [0.999, 0.644, -6.266], [2.233, 2.380, -5.292], [3.395, 1.103, -5.542], [3.929, 1.911, -3.435], [3.098, 0.437, -3.077], [1.130, 4.661, -2.422], [1.025, 3.867, -3.959], [2.514, 5.594, -4.324], [3.513, 4.165, -4.302], [4.521, 6.145, -3.220], [4.485, 4.772, -2.165], [2.571, 7.167, -2.080], [3.858, 6.803, -0.933], [2.438, 5.775, -0.999], [2.330, 3.485, -0.256], [3.767, 3.189, -1.177], [4.102, 1.957, 0.703], [3.781, 0.786, -0.549], [2.786, 0.323, 1.724], [1.686, 0.185, 0.397], [1.874, 2.534, 2.361], [0.585, 1.335, 2.264], [0.770, 2.516, 0.981], [-0.231, 1.895, -3.126], [-0.250, 2.732, -1.617], [-1.310, 0.533, -1.540], [-0.121, 0.791, -0.321], [0.664, -1.266, -0.853], [1.398, -0.548, -2.264], [-1.327, -1.931, -2.068], [0.090, -2.501, -2.937], [-0.795, -1.090, -3.529]],
  "lowdin_charge": [-0.089, -0.133, -0.388, 0.158, -0.236, -0.089, -0.172, -0.038, -0.150, 0.609, -0.221, -0.193, -0.137, -0.358, -0.579, 0.999, -0.326, -0.120, 0.079, 0.071, 0.067, 0.084, 0.111, 0.114, 0.119, 0.153, 0.103, 0.088, 0.100, 0.110, 0.085, 0.029, 0.075, 0.075, -0.097, -0.250, -0.222, -0.262, 1.014, -0.271, -0.224, -0.259, -0.097, -0.260, -0.208, -0.255, -0.095, -0.253, -0.215, -0.250, -0.091, 0.065, 0.078, 0.082, 0.075, 0.117, 0.098, 0.124, 0.107, 0.087, 0.100, 0.101, 0.122, 0.102, 0.115, 0.088, 0.086, 0.081, 0.053, 0.095, 0.084, 0.121, 0.111, 0.115, 0.066, 0.088, 0.070, 0.059, 0.097, 0.107, 0.122, 0.075, 0.101, 0.072, 0.077, 0.081, 0.071]
}

---

Entry 2:
{
  "formula": "C8H18N3",
  "method": "wB97M-V/def2-TZVPD",
  "largest_force_ev_per_a": 5.120,
  "charge": 1,
  "total_energy_ev": -13047.4914,
  "orbital_gap_ev": [7.311, 7.313],
  "homo_energy_ha": [-0.3928, -0.3929],
  "e_above_lowest_kcal_mol": 88.4,
  "elements": ["C", "C", "C", "C", "C", "C", "C", "C", "N", "N", "N", "H", "H", "H", "H", "H", "H", "H", "H", "H", "H", "H", "H", "H", "H", "H", "H", "H", "H"],
  "xyz": [[-0.852, -1.308, 2.111], [0.206, 0.765, 2.050], [-0.041, -0.693, -0.031], [-0.135, 0.711, 0.514], [1.237, -1.472, 0.095], [-1.495, 1.556, 0.373], [-0.822, -2.263, -1.621], [0.916, 1.694, -1.633], [-0.438, -0.345, 2.802], [-0.853, -0.976, -1.109], [0.912, 1.527, -0.186], [-0.983, -2.266, 2.591], [1.301, 0.867, 2.216], [-0.172, 1.659, 2.514], [0.962, -2.515, 0.267], [1.791, -1.023, 0.924], [1.945, -1.397, -0.781], [-1.647, 1.880, -0.761], [-1.424, 2.477, 0.985], [-2.366, 1.057, 0.796], [-1.148, -3.100, -0.866], [-1.455, -2.405, -2.482], [0.301, -2.613, -1.842], [1.980, 2.174, -1.809], [1.008, 0.770, -2.235], [0.098, 2.248, -2.113], [-1.745, -0.575, -1.078], [1.057, 2.492, 0.295], [1.861, 1.076, 0.013]],
  "lowdin_charge": [0.038, -0.171, -0.306, -0.412, -0.055, 0.007, -0.124, -0.033, -0.005, -0.047, 0.004, 0.065, 0.126, 0.102, 0.092, 0.085, 0.109, 0.118, 0.088, 0.091, 0.125, 0.084, 0.127, 0.151, 0.106, 0.103, 0.115, 0.227, 0.188]
}

---

Entry 3:
{
  "formula": "C25H40InN3O5P2",
  "method": "wB97M-V/def2-TZVPD",
  "largest_force_ev_per_a": 2.805,
  "charge": 0,
  "total_energy_ev": -65033.5398,
  "orbital_gap_ev": 6.500,
  "homo_energy_ha": -0.2320,
  "e_above_lowest_kcal_mol": 19.6,
  "elements": ["C", "C", "N", "C", "C", "C", "C", "P", "In", "P", "C", "C", "C", "C", "C", "C", "C", "O", "O", "H", "H", "H", "C", "C", "H", "H", "H", "H", "C", "C", "H", "H", "H", "H", "H", "H", "H", "H", "H", "H", "H", "H", "H", "H", "H", "H", "H", "H", "H", "H", "H", "H", "C", "C", "C", "C", "C", "C", "O", "N", "C", "O", "N", "C", "O", "H", "H", "H", "H", "H", "H", "H", "H", "H", "H", "H"],
  "xyz": [[3.748, -2.055, -0.644], [2.411, -1.605, -0.917], [1.448, -1.679, 0.082], [1.815, -1.913, 1.333], [3.149, -2.190, 1.650], [4.099, -2.284, 0.657], [2.106, -1.006, -2.153], [0.608, -0.068, -2.430], [-0.940, -0.444, -0.379], [-0.934, -1.935, 1.813], [0.780, -1.836, 2.436], [-2.897, -0.395, -1.527], [-3.246, 0.829, -2.093], [-4.574, 1.040, -2.508], [-5.533, 0.030, -2.375], [-5.160, -1.210, -1.833], [-3.826, -1.435, -1.415], [1.475, -3.496, -3.802], [-1.249, -2.808, -3.457], [4.437, -2.067, -1.495], [3.371, -2.398, 2.698], [5.144, -2.557, 0.886], [1.452, 1.552, -2.539], [-0.107, -0.241, -4.114], [0.945, -2.662, 3.139], [0.905, -0.897, 2.994], [1.660, -2.763, -3.179], [2.870, -1.058, -2.973], [-1.957, -1.365, 3.206], [-1.228, -3.723, 1.750], [-2.520, 1.625, -2.187], [-4.835, 2.021, -2.942], [-6.558, 0.206, -2.700], [-5.900, -2.015, -1.732], [-3.536, -2.375, -0.969], [-1.211, -2.202, -1.534], [-1.831, -3.597, -3.582], [-0.416, -3.333, -3.318], [1.778, -4.231, -3.232], [-1.301, -2.370, -0.848], [2.089, 1.602, -3.438], [0.685, 2.330, -2.576], [2.053, 1.695, -1.629], [0.670, -0.129, -4.892], [-0.623, -1.210, -4.242], [-0.871, 0.545, -4.216], [-1.225, -4.145, 2.764], [-2.202, -3.915, 1.284], [-0.466, -4.223, 1.142], [-2.016, -2.162, 3.969], [-1.508, -0.468, 3.654], [-2.945, -1.086, 2.808], [1.594, 4.640, 0.172], [1.974, 3.975, 1.487], [0.917, 2.976, 2.007], [1.313, 2.413, 3.406], [2.696, 1.775, 3.475], [-0.442, 3.685, 2.164], [-0.571, 4.850, 2.497], [-1.570, 2.896, 1.977], [-1.606, 1.704, 1.273], [-2.655, 1.035, 1.133], [-0.411, 1.289, 0.767], [0.806, 1.816, 1.027], [1.812, 1.308, 0.496], [1.486, 3.897, -0.633], [2.390, 5.329, -0.121], [0.674, 5.228, 0.293], [2.937, 3.460, 1.378], [2.106, 4.736, 2.271], [1.256, 3.251, 4.121], [0.547, 1.682, 3.707], [3.482, 2.524, 3.324], [2.835, 1.309, 4.459], [2.813, 1.013, 2.689], [-2.465, 3.286, 2.232]],
  "lowdin_charge": [-0.050, -0.367, 0.048, -0.376, -0.086, -0.104, -0.326, 0.832, 0.589, 0.864, -0.269, -0.266, -0.147, -0.093, -0.104, -0.091, -0.138, -0.084, -0.131, 0.110, 0.102, 0.115, -0.262, -0.236, 0.100, 0.087, -0.018, 0.092, -0.237, -0.243, 0.085, 0.104, 0.096, 0.097, 0.072, 0.046, 0.083, 0.036, 0.061, 0.014, 0.057, 0.033, 0.025, 0.058, 0.014, 0.044, 0.054, 0.048, 0.058, 0.055, 0.047, 0.050, -0.067, -0.180, -0.286, -0.159, -0.081, -0.372, 0.102, 0.214, -0.523, 0.004, 0.075, -0.416, 0.037, 0.066, 0.080, 0.079, 0.116, 0.128, 0.129, 0.111, 0.078, 0.080, 0.069, 0.166]
}

---

Entry 4:
{
  "formula": "C3H5NO2",
  "method": "wB97M-V/def2-TZVPD",
  "largest_force_ev_per_a": 1.843,
  "charge": 0,
  "total_energy_ev": -8776.0542,
  "orbital_gap_ev": 11.059,
  "homo_energy_ha": -0.3862,
  "e_above_lowest_kcal_mol": 37.8,
  "elements": ["O", "C", "N", "C", "C", "O", "H", "H", "H", "H", "H"],
  "xyz": [[-1.791, 0.651, -2.076], [-1.107, -0.075, -1.426], [-0.547, 0.977, -0.013], [0.387, 0.587, 0.766], [0.670, -0.846, 0.866], [-0.572, -1.136, -1.299], [-0.586, 1.954, -0.281], [1.214, -0.670, -0.102], [1.129, 1.262, 1.185], [-0.210, -1.496, 0.816], [1.412, -1.208, 1.565]],
  "lowdin_charge": [0.096, -0.577, 0.112, -0.182, -0.056, 0.061, 0.115, 0.122, 0.130, 0.097, 0.081]
}